C31H42N2O2SiTeTi as an isolated structure, computed with ωB97M-V/def2-TZVPD.

Each line ends with the Mulliken charge.
Cartesian coordinates (Å):
Ti (0.355, -1.063, -2.138)  -0.274
N (3.067, 1.413, -0.049)  -0.164
C (2.297, 0.796, -0.949)  0.097
O (1.592, -0.173, -0.605)  0.231
C (2.310, 1.222, -2.385)  -0.830
C (0.964, 0.853, -3.014)  -0.892
H (3.010, 1.131, 0.916)  0.296
H (3.542, 2.266, -0.283)  0.241
H (3.112, 0.632, -2.846)  0.266
H (2.613, 2.272, -2.467)  0.516
H (1.069, 0.709, -4.091)  0.623
H (0.263, 1.678, -2.866)  -0.029
C (-1.856, -3.243, -4.135)  -1.410
C (-0.847, -2.480, -3.334)  0.972
O (-1.157, -2.291, -2.024)  -0.510
N (0.262, -1.997, -3.786)  -0.577
Te (-1.786, 0.700, -0.729)  0.468
C (-0.861, 2.572, -0.354)  0.991
C (-0.008, 2.785, 0.733)  1.016
C (0.293, 1.741, 1.775)  -1.477
C (0.585, 4.041, 0.876)  -1.051
C (0.365, 5.071, -0.022)  0.595
C (1.011, 6.418, 0.156)  -1.635
C (-0.486, 4.832, -1.095)  -1.113
C (-1.112, 3.605, -1.274)  0.715
C (-2.046, 3.436, -2.444)  -1.702
C (-2.419, 0.270, 1.243)  -0.468
C (-3.300, 1.148, 1.879)  1.126
C (-3.854, 2.378, 1.212)  -1.396
C (-3.668, 0.876, 3.196)  -1.140
C (-3.198, -0.239, 3.872)  0.589
C (-3.598, -0.512, 5.297)  -1.599
C (-2.344, -1.106, 3.201)  -1.022
C (-1.939, -0.876, 1.892)  1.295
C (-1.003, -1.852, 1.238)  -0.675
H (-2.843, -2.798, -4.012)  0.303
H (-1.906, -4.264, -3.751)  0.304
H (-1.565, -3.259, -5.181)  0.366
H (0.463, 0.763, 1.326)  -0.155
H (-0.532, 1.639, 2.484)  0.347
H (1.179, 2.028, 2.346)  0.463
H (1.240, 4.210, 1.726)  0.318
H (1.705, 6.416, 0.996)  0.372
H (0.259, 7.187, 0.343)  0.337
H (1.560, 6.711, -0.741)  0.360
H (-0.675, 5.625, -1.811)  0.389
H (-2.111, 4.362, -3.014)  0.447
H (-3.048, 3.169, -2.101)  0.280
H (-1.718, 2.647, -3.123)  0.296
H (-4.260, 2.141, 0.227)  0.269
H (-3.079, 3.135, 1.069)  0.236
H (-4.647, 2.813, 1.818)  0.466
H (-4.348, 1.555, 3.699)  0.300
H (-4.361, 0.189, 5.635)  0.364
H (-2.738, -0.423, 5.964)  0.312
H (-3.991, -1.524, 5.404)  0.371
H (-1.976, -1.990, 3.712)  0.417
H (-0.769, -2.675, 1.911)  0.276
H (-0.055, -1.376, 0.970)  -0.055
H (-1.427, -2.275, 0.325)  0.172
C (1.731, -4.543, -2.613)  -1.393
Si (2.062, -2.921, -1.719)  1.205
C (3.772, -2.300, -2.240)  -1.237
C (2.138, -3.321, 0.135)  0.461
C (2.904, -2.569, 1.031)  -0.210
C (2.899, -2.834, 2.393)  -0.611
C (2.126, -3.872, 2.897)  -0.516
C (1.366, -4.641, 2.027)  -0.687
C (1.374, -4.364, 0.666)  -0.326
H (2.449, -5.315, -2.326)  0.426
H (1.801, -4.372, -3.689)  0.329
H (0.726, -4.921, -2.409)  0.284
H (4.526, -3.075, -2.076)  0.375
H (4.084, -1.414, -1.681)  0.258
H (3.774, -2.047, -3.303)  0.302
H (3.520, -1.758, 0.656)  0.275
H (3.505, -2.236, 3.064)  0.418
H (2.124, -4.085, 3.959)  0.389
H (0.766, -5.459, 2.409)  0.385
H (0.767, -4.970, 0.004)  0.249

Calculated values
Lowest unoccupied orbital energy ... 0.0133 hartree
DFT total energy ... -78191.954 eV
Kohn-Sham gap ... 7.6 eV